1.
Computed, not measured: the molecule C4H9NO2, with wB97M-V/def2-TZVPD.

```
16
Properties=species:S:1:pos:R:3
C 0.17 -1.39 1.25
C 0.03 -0.06 0.50
C 1.35 0.32 -0.19
O 1.51 1.68 -0.42
N -1.10 -0.17 -0.44
C -1.55 0.83 -1.22
O -1.02 1.92 -1.37
H -0.77 -1.69 1.72
H 0.93 -1.29 2.03
H 0.49 -2.18 0.57
H -0.21 0.74 1.22
H 2.17 0.02 0.48
H 1.44 -0.29 -1.11
H 0.70 2.00 -0.87
H -1.66 -1.01 -0.40
H -2.48 0.58 -1.76
```

Values from the calculation:
Energy relative to the best compared isomer or geometry (same formula, charge and spin) in eV: 0.787
HOMO energy in eV: -9.9
SMILES: C[C@@H](CO)NC=O
Kohn-Sham gap in Ha: 0.389
Strongest force on any atom in eV Å⁻¹: 0.4

Löwdin atomic charge list, values in e, 8 entries: atom 1 (C): -0.062, atom 2 (C): -0.341, atom 3 (C): -0.249, atom 4 (O): -0.066, atom 5 (N): 0.059, atom 6 (C): -0.324, atom 7 (O): 0.014, atom 8 (H): 0.080

***

2.
Computed, not measured: the molecule C4H9NO2 at a distorted geometry, with wB97M-V/def2-TZVPD.

```
16
Properties=species:S:1:pos:R:3
C 1.97 1.07 1.23
C 1.66 0.58 -0.19
N 0.46 -0.69 -0.31
C -0.82 -0.24 0.08
O -1.09 0.92 0.28
O -1.77 -1.23 0.08
C -2.72 -1.18 -0.99
H 2.50 0.34 1.86
H 2.61 1.97 1.20
H 1.04 1.36 1.73
H 1.19 1.32 -0.81
H 2.60 0.20 -0.66
H 1.23 -0.87 0.28
H -3.45 -1.97 -0.82
H -3.23 -0.21 -1.04
H -2.20 -1.37 -1.93
```

Values from the calculation:
Energy relative to the best compared isomer or geometry (same formula, charge and spin) in eV: 3.302
HOMO energy in eV: -10.0
SMILES: CCNC(=O)OC
Kohn-Sham gap in Ha: 0.402
Strongest force on any atom in eV Å⁻¹: 3.6

Löwdin atomic charge list, values in e, 8 entries: atom 1 (C): -0.104, atom 2 (C): -0.139, atom 3 (N): 0.118, atom 4 (C): -0.576, atom 5 (O): 0.097, atom 6 (O): -0.071, atom 7 (C): -0.061, atom 8 (H): 0.075